P.
A gas-phase ion, C3H6N3O (charge +1). Source: the Open Molecules 2025 dataset; level of theory: ωB97M-V/def2-TZVPD.

Atoms and positions in Å:
N (0.03385, -0.43427, -1.74203)
N (-0.01680, -0.12375, -0.35486)
C (0.45945, 0.91263, 0.24394)
O (0.96843, 1.90683, -0.38675)
C (0.34964, 0.61113, 1.69439)
N (-0.28937, -0.50409, 1.83341)
C (-0.66544, -0.96045, 0.61774)
H (-0.71235, 0.05798, -2.24784)
H (-0.20489, -1.41559, -1.86107)
H (1.41791, 1.77929, -1.30597)
H (0.57286, 1.24386, 2.55518)
H (-0.18740, -1.93720, 0.44127)
H (-1.72589, -1.13637, 0.51258)

Values from the calculation:
- Kohn-Sham gap (eV) = 10.50
- SMILES = N[N+]1=C(O)C=NC1
- highest occupied orbital energy (eV) = -15.6
- LUMO level (eV) = -5.14
- total charge = +1

***

Q.
A gas-phase ion, C3H6N3O (charge +1). Source: the Open Molecules 2025 dataset; level of theory: ωB97M-V/def2-TZVPD.

Atoms and positions in Å:
C (-2.51081, -0.97740, -0.08541)
C (-1.36079, -0.18589, -0.10266)
N (-0.41752, 0.47662, -0.12761)
C (0.82123, 1.16117, -0.15761)
N (1.86495, 0.38367, 0.40518)
N (2.75136, -0.21661, -0.40841)
O (3.61120, -0.84071, 0.14269)
H (-3.17997, -0.68610, -0.90099)
H (-3.04301, -0.86027, 0.86457)
H (-2.23036, -2.03019, -0.20938)
H (1.05675, 1.35284, -1.21405)
H (0.66826, 2.11038, 0.37213)
H (1.96869, 0.31250, 1.42154)

Values from the calculation:
- Kohn-Sham gap (eV) = 9.31
- SMILES = CC#[N+]CNN=O
- highest occupied orbital energy (eV) = -13.5
- LUMO level (eV) = -4.20
- total charge = +1

***

Most stable pick: P. Distance to second place: 1.500 eV.

***

P.
2 unconnected molecules or ions with the total composition C2H8OS. Source: the Open Molecules 2025 dataset; level of theory: ωB97M-V/def2-TZVPD.

Atoms and positions in Å:
C (0.00000, 0.00000, 0.00000)
S (0.91457, -1.45470, -0.35287)
C (2.58946, -0.81600, -0.59188)
H (0.02290, 0.28810, 1.06447)
H (-1.05117, -0.03585, -0.33223)
H (0.52768, 0.77207, -0.58486)
H (3.35405, -1.61067, -0.61429)
H (2.77530, -0.17362, 0.28529)
H (2.69115, -0.20411, -1.50394)
O (2.37581, 2.81441, -2.58919)
H (1.47988, 2.49542, -2.84184)
H (2.96640, 2.04251, -2.74292)

Values from the calculation:
- Kohn-Sham gap (eV) = 9.21
- SMILES = CSC.O
- highest occupied orbital energy (eV) = -8.5
- LUMO level (eV) = 0.67

***

Q.
2 unconnected molecules or ions with the total composition C2H8OS. Source: the Open Molecules 2025 dataset; level of theory: ωB97M-V/def2-TZVPD.

Atoms and positions in Å:
C (2.51494, -0.02911, 0.74201)
O (1.16983, 0.37908, 0.59260)
H (3.04708, 0.24515, -0.17302)
H (2.77136, -1.06551, 0.98423)
H (3.06591, 0.50772, 1.52327)
H (1.00573, 0.29327, -0.34827)
C (-2.18398, -0.10689, -0.04239)
S (-1.86391, -0.17432, -1.86327)
H (-1.92333, 0.90492, 0.25113)
H (-1.40073, -0.68812, 0.44648)
H (-3.14261, -0.53352, 0.20958)
H (-3.06029, 0.26733, -2.32234)

Values from the calculation:
- Kohn-Sham gap (eV) = 9.92
- SMILES = CO.CS
- highest occupied orbital energy (eV) = -9.1
- LUMO level (eV) = 0.83

***

Most stable pick: P. Distance to second place: 0.566 eV.